Run w
Computed, not measured: 2 unconnected molecules or ions with the total composition C4H11N3O2, with ωB97M-V/def2-TZVPD.

Summary:
**HOMO-LUMO gap**: 9.812 eV
**Net charge**: 0
**SMILES**: [H]/N=C(/N)NC.CC(=O)O

```
20
C4H11N3O2 ωB97M-V/def2-TZVPD
H 2.067 -0.202 1.728
O -2.907 2.043 1.553
O -0.866 2.803 2.205
H -1.790 0.975 -0.374
H 1.119 -2.207 -2.362
C 1.556 -0.935 -0.067
H -0.667 2.499 -0.391
H 1.221 -1.749 1.820
H -0.220 0.985 0.326
N 1.761 -1.070 1.304
H -0.270 -1.007 -2.463
N 2.481 -0.390 -0.725
C 0.161 -1.872 -1.909
H -3.423 2.778 1.898
C -1.540 2.114 1.494
H 0.232 -2.290 0.107
N 0.325 -1.472 -0.537
H 2.517 -0.112 -1.686
H -0.663 -2.528 -2.060
C -1.094 1.638 0.139
```

---

Run x
Computed, not measured: 2 unconnected molecules or ions with the total composition C4H11N3O2, with ωB97M-V/def2-TZVPD.

Summary:
**HOMO-LUMO gap**: 9.768 eV
**Net charge**: 0
**SMILES**: [H]/N=C(/N)NC.CC(=O)O

```
20
C4H11N3O2 ωB97M-V/def2-TZVPD
C -0.911 0.400 2.737
H -0.141 2.092 0.182
N -2.259 -0.073 -0.291
N -1.571 1.141 1.685
H 0.075 0.949 -1.118
H 3.253 -0.157 -1.656
N -0.272 1.160 -0.197
H 3.009 -1.702 -0.768
H -1.249 -0.564 3.087
H -0.968 1.100 3.599
H 0.171 0.404 2.552
H -0.230 -1.037 -2.890
O 0.443 -0.567 -2.403
O 1.575 -2.414 -2.882
C 1.526 -1.349 -2.332
H -2.504 1.473 1.866
C 2.519 -0.879 -1.275
H -3.029 -0.384 0.290
C -1.457 0.698 0.320
H 2.019 -0.292 -0.506
```

---

Stability, lowest: run w

---

Run w
Computed, not measured: 2 unconnected molecules or ions with the total composition C4H11N3O2, with ωB97M-V/def2-TZVPD.

Summary:
**HOMO-LUMO gap**: 9.708 eV
**Net charge**: 0

```
20
C4H11N3O2 ωB97M-V/def2-TZVPD
C 1.876 -0.148 0.990
H -0.178 -0.839 1.159
H 0.220 0.760 -0.283
C 2.986 0.161 1.969
O 1.453 0.843 0.341
C -1.598 -0.368 -0.365
H -0.948 2.227 -2.068
N -2.534 -1.087 -1.104
H -1.736 -1.685 1.254
H -3.212 -1.610 -0.583
H -2.787 -0.655 -1.980
H 3.997 0.207 1.581
N -0.809 0.571 -0.810
H 2.767 1.172 2.369
N -1.236 -0.973 0.754
C -0.775 1.136 -2.133
O 1.175 -1.159 1.362
H 2.824 -0.316 2.931
H 0.152 0.954 -2.657
H -1.637 0.810 -2.726
```

---

Run x
Computed, not measured: a molecular structure, C4H11N3O2, with ωB97M-V/def2-TZVPD.

Summary:
**HOMO-LUMO gap**: 8.882 eV
**Net charge**: 0

```
20
C4H11N3O2 ωB97M-V/def2-TZVPD
N 0.184 -1.473 0.859
O 1.855 2.030 0.670
H 0.164 0.364 2.529
H -0.823 -1.575 0.678
H 2.085 -0.263 -1.322
C 0.663 -0.357 0.141
H 0.518 -2.338 0.436
H -1.743 -0.473 -2.178
C -1.624 0.905 0.055
H -1.540 1.975 0.263
H -2.524 0.722 -0.536
O 0.731 1.161 2.452
H 0.054 1.111 -1.360
C -0.373 0.404 -0.656
H 2.498 -1.255 0.161
H -1.832 0.412 1.007
N 1.929 -0.608 -0.371
N -0.993 -0.890 -1.623
H -0.280 -1.091 -2.329
C 1.053 1.238 1.125
```

---

Run y
Computed, not measured: 2 unconnected molecules or ions with the total composition C4H11N3O2, with ωB97M-V/def2-TZVPD.

Summary:
**HOMO-LUMO gap**: 9.391 eV
**Net charge**: 0
**SMILES**: [H]/N=C(\N)NC.CC(=O)O

```
20
C4H11N3O2 ωB97M-V/def2-TZVPD
H -2.580 -1.281 1.843
H 0.419 -3.028 1.308
H -3.148 0.686 0.540
C 2.062 1.735 -2.095
C -2.222 0.742 1.258
H 0.938 -0.786 0.093
C -0.550 -1.129 1.285
N -0.499 -2.559 1.331
O 2.598 1.569 -0.921
H -1.537 1.452 0.717
H -2.611 1.237 2.114
N 0.225 -0.259 0.601
O 2.502 2.600 -2.919
H 3.467 1.588 -0.628
H -1.005 -2.788 2.207
N -1.777 -0.540 1.792
H 0.088 0.626 -1.573
H 0.763 -0.021 -3.054
C 1.110 0.520 -2.148
H 1.755 -0.363 -1.754
```

---

Stability, lowest: run y

---

Run w
Computed, not measured: 2 unconnected molecules or ions with the total composition C4H11N3O2, with ωB97M-V/def2-TZVPD.

Summary:
**HOMO-LUMO gap**: 9.578 eV
**Net charge**: 0
**SMILES**: [H]/N=C(\N)NC.CC(=O)O

```
20
C4H11N3O2 ωB97M-V/def2-TZVPD
H 0.472 0.146 -0.222
C 2.113 -2.043 2.680
H -1.101 -1.679 -1.244
O 3.428 -1.713 2.517
N -1.748 -0.866 -1.355
H -2.647 1.390 -3.623
H -3.044 1.549 -1.003
H 0.285 -1.101 3.340
H -2.339 3.005 -3.118
H -0.850 1.935 -3.426
H 3.828 -2.499 2.173
H 1.901 -0.138 3.773
N 0.169 0.658 -1.049
H 0.198 1.697 -1.106
H 1.341 -0.251 2.189
C 1.294 -0.824 3.074
C -1.951 2.023 -3.087
N -2.014 1.601 -1.611
O 1.864 -3.215 2.410
C -1.201 0.326 -1.313
```

---

Run x
Computed, not measured: 2 unconnected molecules or ions with the total composition C4H11N3O2, with ωB97M-V/def2-TZVPD.

Summary:
**HOMO-LUMO gap**: 9.880 eV
**Net charge**: 0
**SMILES**: CN=C(N)N.CC(=O)O

```
20
C4H11N3O2 ωB97M-V/def2-TZVPD
N -1.244 0.261 0.502
C -2.166 0.606 1.730
O 1.660 -1.191 -1.183
H 4.491 -0.866 0.278
N -2.405 1.483 -1.103
N -0.874 -0.065 -1.985
C 2.257 -0.835 -0.145
H -2.096 1.514 2.283
H -2.408 1.708 -2.064
O 1.727 0.295 0.555
H -2.499 2.284 -0.549
C -1.477 0.521 -0.753
H -3.257 0.662 1.507
H 0.168 -0.208 -1.668
H -1.191 -1.071 -2.043
H 3.917 -2.269 0.010
H 3.206 -1.643 1.575
H -2.009 -0.287 2.394
H 0.771 0.520 0.197
C 3.429 -1.419 0.461
```

---

Run y
Computed, not measured: 2 unconnected molecules or ions with the total composition C4H11N3O2, with ωB97M-V/def2-TZVPD.

Summary:
**HOMO-LUMO gap**: 9.902 eV
**Net charge**: 0
**SMILES**: CN=C(N)N.CC(=O)O

```
20
C4H11N3O2 ωB97M-V/def2-TZVPD
C -0.011 -2.661 2.214
H -1.269 -0.055 1.121
C -0.186 0.939 -1.743
H 0.937 2.574 -1.975
N 0.228 2.061 -2.473
C -0.472 -1.249 2.283
H 0.880 2.433 0.483
C 1.186 1.442 0.107
H 2.176 1.621 -0.333
H 0.395 1.930 -3.457
N -1.114 0.188 -2.435
O -0.122 -0.405 3.066
H 0.778 -3.007 2.874
H -0.821 -3.382 2.325
H -1.928 0.544 -2.890
H -1.116 -0.774 -2.142
O -1.324 -0.980 1.273
H 0.282 -2.899 1.188
N 0.131 0.723 -0.540
H 1.371 0.956 1.054
```

---

Run z
Computed, not measured: 2 unconnected molecules or ions with the total composition C4H11N3O2, with ωB97M-V/def2-TZVPD.

Summary:
**HOMO-LUMO gap**: 9.245 eV
**Net charge**: 0
**SMILES**: CN=C(N)N.CC(=O)O

```
20
C4H11N3O2 ωB97M-V/def2-TZVPD
H -0.327 2.249 -3.019
H -0.568 -2.935 1.482
H -3.062 0.147 -1.146
N 1.269 -2.026 1.522
H -1.982 2.440 -3.491
H 3.067 -1.428 2.968
C -1.332 2.354 -2.615
H -0.555 -1.461 0.536
H 1.359 1.068 0.895
N 2.829 -0.585 2.456
O -1.074 0.879 -0.775
C 0.043 -2.315 0.831
N 0.932 0.342 1.444
H -0.044 0.227 1.228
C -1.723 1.210 -1.744
H 0.212 -2.899 -0.071
C 1.633 -0.824 1.708
H -1.307 3.296 -2.089
H 3.598 -0.478 1.795
O -2.970 0.739 -1.912
```

---

Stability, lowest: run w